# 1
78
Properties=species:S:1:pos:R:3 method="wB97M-V/def2-TZVPD" total_charge=-1 e_tot_ha=-9705.788069 e_above_lowest_kj_mol=842.7 fmax_ev_per_a=9.7
C 6.37177 -4.89485 -0.96823
C 5.70331 -3.83590 -1.65237
C 4.90343 -2.59193 -2.43484
F 5.93846 -1.56933 -2.70643
C 4.41692 -3.22983 -3.87576
O 4.17983 -2.49887 -4.97960
O 4.18287 -4.69899 -3.91416
N 3.79120 -2.17224 -1.51444
C 3.94150 -0.79319 -0.94250
N 3.76283 0.35408 -1.90727
C 2.41275 -2.49069 -2.02399
Br 1.35623 -1.50548 -3.40373
C 1.74831 -3.71789 -1.42611
C 0.27405 -4.28734 -1.85772
Br 2.71948 -4.77172 0.02491
H 6.74060 -5.70602 -0.17428
H 3.17389 -0.60063 -0.04853
H 5.01626 -0.70700 -0.42959
H 3.01316 1.02197 -1.62353
H 4.65718 0.92718 -1.84144
H 0.36309 -5.22439 -2.59217
H -0.48433 -3.47583 -2.23513
H -0.21018 -4.73893 -0.86420
C -3.34984 0.92556 -3.94375
C -3.50200 1.92924 -2.80393
O -2.86567 1.32009 -1.68286
S -1.62681 0.40044 -2.21191
O -0.40866 1.16974 -2.08778
O -1.77796 -0.92801 -1.66532
O -2.04748 0.36487 -3.78661
H -4.08189 0.11620 -3.85658
H -3.44582 1.39772 -4.92514
H -4.54842 2.15013 -2.58037
H -2.97303 2.86188 -3.02686
C 4.04701 4.15045 1.85916
C 3.44983 4.34271 0.46771
O 3.08035 3.03500 0.03623
S 2.63980 2.15306 1.33567
O 1.19759 2.18666 1.43589
O 3.40028 0.92503 1.33356
O 3.25209 3.14093 2.47896
H 5.07683 3.78384 1.79887
H 4.02314 5.07043 2.44935
H 4.15856 4.79345 -0.23108
H 2.54188 4.95360 0.50952
C -1.29990 1.00471 2.75593
C -1.79509 -0.18990 1.94512
O -3.14293 -0.39211 2.36371
S -3.79826 1.04947 2.75464
O -4.55362 1.52512 1.61696
O -4.35455 0.95303 4.08417
O -2.40888 1.89876 2.83354
H -1.03145 0.70580 3.77433
H -0.44510 1.49747 2.28498
H -1.19814 -1.08816 2.11989
H -1.80472 0.03764 0.87392
C 0.64590 2.21952 6.52021
C 2.07753 2.32110 7.03968
O 2.83266 2.84939 5.95181
S 1.88034 3.84673 5.08071
O 2.13748 5.20391 5.50858
O 1.93148 3.43450 3.69728
O 0.45142 3.37737 5.70980
H 0.51808 1.33541 5.88731
H -0.08675 2.19435 7.33130
H 2.47685 1.35332 7.35228
H 2.14516 3.02868 7.87280
C -7.75410 -3.08645 -2.64546
C -6.32247 -2.98487 -2.12599
O -5.56734 -2.45658 -3.21386
S -6.51966 -1.45924 -4.08497
O -6.26252 -0.10206 -3.65709
O -6.46852 -1.87147 -5.46839
O -7.94858 -1.92860 -3.45587
H -7.88192 -3.97056 -3.27836
H -8.48675 -3.11162 -1.83437
H -5.92315 -3.95265 -1.81339
H -6.25484 -2.27729 -1.29287

# 2
64
Properties=species:S:1:pos:R:3 method="wB97M-V/def2-TZVPD" total_charge=0 e_tot_ha=-4366.629640 e_above_lowest_kj_mol=313.6 fmax_ev_per_a=4.8
O -6.76495 14.06206 -12.25451
C -7.67813 13.69139 -11.60389
O -8.63009 12.88461 -12.14062
C -9.71996 12.77283 -11.25784
C -9.36734 13.62757 -10.02617
O -8.18816 14.26336 -10.48086
H -10.59230 13.21444 -11.73964
H -9.88563 11.74746 -10.92727
H -9.07684 13.06949 -9.13608
H -10.17522 14.32103 -9.79267
O -5.10253 2.54342 -14.35130
C -6.01661 2.77442 -13.53503
O -5.91616 2.93893 -12.20564
C -7.12358 3.48735 -11.65785
C -8.04634 3.00126 -12.77741
O -7.27139 2.84748 -13.88926
H -7.30461 2.87707 -10.77305
H -7.05146 4.56264 -11.49463
H -8.87610 3.69390 -12.91833
H -8.52234 2.03566 -12.60665
O 1.01516 1.18176 -21.44656
C 0.33906 1.86063 -20.72107
O 0.81817 2.52447 -19.66002
C -0.05291 3.49782 -19.15543
C -1.46078 3.12928 -19.80151
O -1.03550 2.25774 -20.91614
H -0.12342 3.32386 -18.08172
H 0.18827 4.53431 -19.39130
H -2.05135 4.00434 -20.07281
H -2.01218 2.55870 -19.05419
O -0.32805 13.84143 -10.68755
C 0.28553 13.22646 -11.55245
O -0.16585 12.91875 -12.76694
C 0.86536 12.42106 -13.50993
C 1.74432 11.86022 -12.48483
O 1.56269 12.74585 -11.43691
H 0.77041 11.64360 -14.26799
H 1.38956 13.22821 -14.02160
H 2.73604 11.60272 -12.85667
H 1.59986 10.84068 -12.12742
Cl -0.24929 13.28826 -18.93853
C -1.96878 13.83010 -18.70882
C -2.84301 12.49710 -18.77625
Cl -4.48864 12.89134 -18.20213
H -2.14148 14.36623 -19.64200
H -2.18900 14.48613 -17.86666
H -2.42703 11.64600 -18.23708
H -3.02712 12.24815 -19.82134
Cl -4.53120 8.99415 -11.63162
C -3.81873 8.83854 -13.30429
C -2.43347 8.07126 -13.26733
Cl -1.87181 7.86421 -14.90858
H -3.89077 9.88501 -13.60062
H -4.59411 8.28123 -13.82995
H -2.45254 7.09931 -12.77432
H -1.68610 8.58772 -12.66500
Cl -0.59472 8.26812 -7.12790
C -1.61249 9.01004 -5.85600
C -1.39119 8.37311 -4.54444
Cl -1.33241 6.61592 -4.66298
H -2.65570 8.97541 -6.17005
H -1.43142 10.08397 -5.81150
H -2.16673 8.57601 -3.80587
H -0.53221 8.59686 -3.91182

# 3
52
Properties=species:S:1:pos:R:3 method="wB97M-V/def2-TZVPD" total_charge=+1 e_tot_ha=-1497.830022 e_above_lowest_kj_mol=0.0 fmax_ev_per_a=0.7
C 5.43147 -1.06230 0.42851
C 5.16233 -1.20879 1.71152
C 3.97419 -1.92915 2.27826
O 2.97522 -2.26521 1.33096
C 2.34088 -1.33539 0.59535
C 1.65835 -1.83201 -0.52196
Cl 1.72383 -3.52828 -0.82666
C 0.93726 -1.01516 -1.37587
C 0.88045 0.34597 -1.13264
C 0.05357 1.24084 -2.01515
N -1.20191 1.57131 -1.32093
C -2.19939 2.27411 -2.13617
C -3.56411 2.20016 -1.44780
C -4.02839 0.75218 -1.29739
N -3.04620 -0.03972 -0.51881
C -3.19427 0.14446 0.93794
C -2.09754 -0.64335 1.66252
O -2.19936 -2.00743 1.36148
C -2.03341 -2.23045 -0.01595
C -3.09459 -1.48201 -0.83057
C 1.54413 0.86486 -0.02643
C 2.26734 0.05608 0.84164
O 2.89913 0.53507 1.94684
C 3.10016 1.92419 2.07920
H 6.30918 -0.53760 0.09439
H 4.79741 -1.46496 -0.34450
H 5.82255 -0.80862 2.46785
H 4.29346 -2.90168 2.67100
H 3.54563 -1.35147 3.10457
H 0.46006 -1.44909 -2.23983
H 0.60726 2.15036 -2.27652
H -0.20047 0.71742 -2.93879
H -0.97392 2.13073 -0.50075
H -2.25128 1.77207 -3.10569
H -1.92281 3.31856 -2.31728
H -4.29642 2.73807 -2.04866
H -3.51679 2.69323 -0.47571
H -4.11349 0.30153 -2.28840
H -5.00867 0.70472 -0.81659
H -2.06118 0.44899 -0.83150
H -3.12709 1.20330 1.18523
H -4.17196 -0.23559 1.24842
H -2.22082 -0.55295 2.74237
H -1.10509 -0.25910 1.37558
H -2.13465 -3.30508 -0.16917
H -1.02936 -1.91418 -0.33198
H -2.91082 -1.62915 -1.89513
H -4.08879 -1.86327 -0.57974
H 1.50465 1.92765 0.15462
H 2.16215 2.45067 2.28317
H 3.57844 2.34546 1.19113
H 3.76365 2.03998 2.93401

# 4
80
Properties=species:S:1:pos:R:3 method="wB97M-V/def2-TZVPD" total_charge=0 e_tot_ha=-4477.609693 fmax_ev_per_a=5.9
C 1.77593 -0.86947 2.60309
O 1.92371 0.34384 1.73658
C 1.46167 -0.04725 0.37569
O -0.00004 0.08288 0.28381
P -0.50346 1.69113 -0.15128
O 0.55817 2.53325 -0.96436
O -0.85258 2.55766 1.34025
C -1.48619 3.86401 1.04946
C -0.59212 5.02997 1.84448
O 0.37513 4.33148 2.72676
O -1.99084 1.72405 -1.12230
C -1.95633 0.69021 -2.16264
F -2.63876 1.29501 -3.36712
F -0.58170 0.33541 -2.63811
C -2.72225 -0.70633 -1.81809
F -1.63739 -1.72531 -1.55444
F -3.38942 -1.16607 -3.06939
C -3.67206 -0.70966 -0.48793
F -4.08270 -2.15346 -0.29459
F -2.98585 -0.34102 0.77878
C -5.13053 0.08350 -0.69987
F -4.95516 1.38180 -1.45270
F -5.90573 -0.79894 -1.60568
C -5.87086 0.47789 0.70497
F -5.75468 -0.63989 1.70990
F -5.08244 1.64871 1.24908
C -7.41330 0.99781 0.59058
F -7.42184 2.30955 -0.15960
F -8.30921 0.10242 -0.23500
C -8.21542 1.12143 2.03613
F -9.58094 1.65892 1.67432
F -8.50105 -0.22267 2.65907
C -7.57745 2.18460 3.09497
F -6.49150 1.45478 3.84914
F -7.10049 3.46163 2.52064
F -8.60392 2.53130 4.14445
H 1.58405 -0.57103 3.73468
H 0.86519 -1.54782 2.28607
H 2.74546 -1.53536 2.50030
H 2.06409 0.45495 -0.49250
H 1.69404 -1.21548 0.29769
H -2.61878 3.91112 1.40213
H -1.48639 4.09797 -0.09889
H -1.32352 5.68528 2.51352
H -0.00227 5.73055 1.09031
H -0.15821 3.95547 3.50491
C 8.38056 3.03162 4.18013
O 7.89742 2.66337 2.90561
P 6.53993 1.79851 2.86452
O 6.18584 1.08850 4.13326
O 6.76697 0.83683 1.59185
C 7.80637 -0.11266 1.70671
O 5.44234 2.85181 2.33866
C 4.11894 2.37286 2.20716
H 8.72682 2.14303 4.71354
H 9.22327 3.71525 4.05243
H 7.59753 3.53505 4.75659
H 7.70009 -0.68927 2.62935
H 8.77531 0.39320 1.69635
H 7.75517 -0.79563 0.85455
H 3.63842 2.34908 3.18784
H 4.10617 1.37188 1.76552
H 3.56282 3.05002 1.55465
C -0.84700 -6.44244 -5.36141
O -0.07664 -5.28332 -5.59897
P 1.17175 -5.02564 -4.61531
O 1.12340 -5.74688 -3.30509
O 1.21203 -3.41891 -4.50198
C 0.10770 -2.81204 -3.86381
O 2.44811 -5.36165 -5.53656
C 3.71775 -5.23253 -4.92877
H -1.38984 -6.33703 -4.41895
H -1.57023 -6.55603 -6.17249
H -0.20576 -7.32937 -5.32896
H -0.07762 -3.27667 -2.89180
H -0.78170 -2.90303 -4.49274
H 0.32705 -1.75163 -3.71324
H 3.92052 -6.11153 -4.31276
H 3.76738 -4.33016 -4.31198
H 4.47709 -5.16342 -5.71122

# 5
55
Properties=species:S:1:pos:R:3 method="wB97M-V/def2-TZVPD" total_charge=+1 e_tot_ha=-2140.344129 fmax_ev_per_a=1.5
In -0.27038 -0.19252 0.20262
C 2.84342 -1.89232 -1.05648
C 1.57962 -2.61352 -1.53958
O 0.55462 -1.74942 -1.95688
C 0.68112 -1.13872 -3.22628
C 1.06962 0.34338 -3.11288
O 0.24432 0.98868 -2.15978
C -0.47498 2.11928 -2.60698
C -1.67868 2.33918 -1.68108
O -1.40188 2.19458 -0.30828
C -0.84838 3.30468 0.36082
C 0.68632 3.27958 0.35942
O 1.16262 2.06158 0.90322
C 1.82522 2.12718 2.15082
C 1.44132 0.92218 3.01862
O 1.51352 -0.32772 2.37542
C 2.79812 -0.87522 2.18102
C 3.38262 -0.49122 0.81732
O 2.47182 -0.82252 -0.21188
H 3.40452 -1.49682 -1.91628
H 3.46512 -2.62142 -0.52378
H 1.14012 -3.15862 -0.70078
H 1.84852 -3.32182 -2.33318
H -0.30618 -1.22422 -3.69468
H 1.42382 -1.65402 -3.84508
H 0.96472 0.80928 -4.09908
H 2.10952 0.42668 -2.77678
H -0.86358 1.95648 -3.61968
H 0.17752 3.00588 -2.61758
H -2.41778 1.56188 -1.88778
H -2.11388 3.32418 -1.88878
H -1.21318 3.23288 1.39272
H -1.20378 4.23818 -0.09388
H 1.05462 4.14258 0.92232
H 1.06092 3.33918 -0.66668
H 1.54612 3.03268 2.69892
H 2.91122 2.14758 1.98062
H 0.39182 1.01638 3.30672
H 2.06772 0.93548 3.91992
H 2.66122 -1.95972 2.22502
H 3.48112 -0.56592 2.97902
H 4.34342 -0.99282 0.67482
H 3.53652 0.58768 0.76652
S -1.97958 0.00548 2.16152
C -3.05718 -1.23672 1.63362
C -3.81898 -1.88082 2.61892
C -4.73318 -2.85462 2.29682
C -4.87388 -3.26612 0.97192
C -4.10768 -2.68232 -0.00478
C -3.21708 -1.63972 0.28402
S -2.39758 -0.93542 -1.05528
H -3.71938 -1.54802 3.64172
H -5.34218 -3.29192 3.07172
H -5.58298 -4.03232 0.70352
H -4.22068 -2.97642 -1.03548

# 6
51
Properties=species:S:1:pos:R:3 method="wB97M-V/def2-TZVPD" total_charge=0 e_tot_ha=-1037.922081 e_above_lowest_kj_mol=127.1 fmax_ev_per_a=0.5
C 5.38117 -0.89599 2.57814
C 4.54580 -2.10799 2.98100
O 3.16701 -1.81250 3.07450
C 2.42030 -1.68991 1.94342
C 2.86151 -1.92468 0.64683
C 1.97148 -1.78274 -0.40411
C 0.65177 -1.41629 -0.20165
C -0.30287 -1.36096 -1.34940
O -1.37271 -1.93381 -1.36294
N 0.18627 -0.68241 -2.42098
C -0.63045 -0.39708 -3.57429
C -0.95405 1.10046 -3.67383
N -1.33952 1.64669 -2.38921
C -1.26474 3.09447 -2.35561
C -1.43936 3.59087 -0.92364
C -2.79093 3.14379 -0.38040
C -2.89312 1.62881 -0.50757
C -2.64978 1.19711 -1.94919
C 0.20415 -1.16999 1.10941
O -1.07281 -0.74207 1.23160
C -1.70399 -0.74065 2.49650
C -1.99555 -2.14948 3.00097
C 1.09602 -1.30931 2.16191
H 6.43449 -1.16256 2.57142
H 5.22505 -0.08880 3.28936
H 5.09887 -0.54152 1.58988
H 4.71688 -2.94631 2.29479
H 4.82200 -2.42873 3.98959
H 3.87418 -2.22900 0.43846
H 2.30930 -1.99185 -1.40886
H 0.98710 -0.08717 -2.27994
H -0.11018 -0.71149 -4.48639
H -1.53658 -0.99598 -3.46758
H -0.05138 1.62944 -3.99748
H -1.72716 1.24872 -4.45031
H -0.28447 3.40186 -2.73277
H -2.03624 3.55613 -3.00158
H -1.35245 4.67912 -0.90130
H -0.64495 3.16602 -0.30780
H -2.90164 3.44944 0.66193
H -3.59045 3.61662 -0.95726
H -2.13994 1.15169 0.11961
H -3.87757 1.28098 -0.19006
H -2.68411 0.10910 -1.99531
H -3.44567 1.60221 -2.60373
H -2.64201 -0.20625 2.32285
H -1.11341 -0.17384 3.22794
H -1.07270 -2.69277 3.18929
H -2.57234 -2.10008 3.92068
H -2.56507 -2.68954 2.24902
H 0.80481 -1.13177 3.18407

# 7
52
Properties=species:S:1:pos:R:3 method="wB97M-V/def2-TZVPD" total_charge=0 e_tot_ha=-1113.177930 e_above_lowest_kj_mol=173.6 fmax_ev_per_a=0.8
C 1.57260 4.00658 -3.75188
C 1.12235 2.64773 -3.22820
C 0.10623 2.79668 -2.09711
C -0.39499 1.46085 -1.53505
C 0.31686 1.00250 -0.24455
O 0.02021 1.95981 0.76276
C 1.82796 0.81688 -0.42560
C 2.49643 0.16802 0.78889
C 4.02240 0.16902 0.68749
C 4.54245 -0.69063 -0.45826
C -0.30483 -0.36496 0.10176
O -0.03358 -1.38760 -0.48125
N -1.23507 -0.27399 1.08432
N -1.85267 -1.38483 1.64106
C -1.08032 -2.23052 2.40050
O -1.42397 -3.29499 2.83815
O 0.12972 -1.67221 2.62945
C 1.03037 -2.48450 3.36554
C -3.15971 -1.69826 1.19772
C -3.60721 -1.19481 -0.01908
C -4.89410 -1.46276 -0.44741
C -5.74408 -2.23141 0.32859
C -5.29727 -2.73019 1.54026
C -4.01471 -2.46277 1.98371
H 2.28586 3.88711 -4.56396
H 2.04705 4.58341 -2.96068
H 0.72195 4.57390 -4.12312
H 1.99340 2.08836 -2.88649
H 0.66609 2.08049 -4.04256
H 0.53112 3.39001 -1.28586
H -0.74896 3.35415 -2.48434
H -0.29637 0.67201 -2.28145
H -1.45265 1.55836 -1.28073
H 0.76415 2.00296 1.37375
H 2.28098 1.79259 -0.61426
H 1.97861 0.18013 -1.29575
H 2.21566 0.69663 1.70685
H 2.14185 -0.85907 0.88321
H 4.37885 1.19511 0.56401
H 4.43128 -0.20992 1.62740
H 5.62728 -0.75696 -0.41685
H 4.26625 -0.26920 -1.42090
H 4.13256 -1.69562 -0.39289
H -1.34355 0.61955 1.55367
H 1.30425 -3.36728 2.78477
H 0.57447 -2.80634 4.30382
H 1.90509 -1.86711 3.55441
H -2.94580 -0.60689 -0.63613
H -5.22984 -1.07117 -1.39608
H -6.74746 -2.44138 -0.00969
H -5.95373 -3.32942 2.15315
H -3.67344 -2.85803 2.92488

# 8
53
Properties=species:S:1:pos:R:3 method="wB97M-V/def2-TZVPD" total_charge=0 e_tot_ha=-1511.366272 e_above_lowest_kj_mol=10.2 fmax_ev_per_a=1.0
C -2.76803 5.36218 3.48666
O -1.45057 4.88383 3.64147
C -1.10939 3.70580 3.07189
C 0.20857 3.28527 3.29190
C 0.65933 2.09952 2.75507
C -0.20122 1.32398 1.99680
S 0.41910 -0.16523 1.23503
O -0.69360 -0.95242 0.77370
O 1.39091 -0.78012 2.08681
N 1.20725 0.33672 -0.12809
C 2.58730 0.74504 -0.08113
C 3.25139 0.35924 -1.40255
C 2.50298 0.99928 -2.56979
C 1.01535 0.61633 -2.53821
C 0.86446 -0.85160 -2.96708
O 1.09460 -1.17065 -4.11934
N 0.49201 -1.72166 -2.01832
C 0.21796 -3.11543 -2.28812
C -1.19993 -3.46643 -1.83799
C -1.48682 -4.97054 -1.84323
C -2.84983 -5.23704 -1.20679
C -1.44644 -5.54551 -3.25719
C 0.42986 0.96352 -1.16829
C -1.50108 1.72399 1.76996
C -1.96439 2.91323 2.30700
H -2.80377 6.30188 4.03491
H -3.00635 5.54769 2.43502
H -3.49864 4.66738 3.91111
H 0.84988 3.91052 3.89202
H 1.66479 1.75022 2.92726
H 2.66570 1.83245 0.07826
H 3.04362 0.22347 0.76029
H 3.22666 -0.72594 -1.50628
H 4.29244 0.68458 -1.39824
H 2.59527 2.08701 -2.50918
H 2.93073 0.67049 -3.51762
H 0.49296 1.19990 -3.30408
H 0.29694 -1.41639 -1.07628
H 0.35327 -3.26438 -3.36106
H 0.94117 -3.73673 -1.74656
H -1.33317 -3.08107 -0.82338
H -1.91786 -2.95746 -2.48497
H -0.72008 -5.47021 -1.24035
H -2.88203 -4.84584 -0.19270
H -3.05383 -6.30488 -1.17052
H -3.63690 -4.75745 -1.78498
H -2.16068 -5.02967 -3.89530
H -0.45705 -5.44194 -3.69356
H -1.70243 -6.60281 -3.24229
H 0.43453 2.05896 -1.04147
H -0.59835 0.61035 -1.07452
H -2.14812 1.08873 1.18608
H -2.98532 3.20875 2.12712